C6H10O | ωB97M-V/def2-TZVPD

XYZ file:
```
17
Properties=species:S:1:pos:R:3:nbo_charge:R:1
O 2.252 -0.968 0.665 -0.71
C 1.280 -0.444 -0.234 0.05
C -0.028 -1.275 -0.248 -0.43
C -1.266 -0.548 0.287 -0.39
C -1.388 0.853 -0.315 -0.45
C -0.122 1.627 -0.052 -0.17
C 1.064 1.028 0.015 -0.23
H 1.930 -0.809 1.562 0.46
H 1.761 -0.547 -1.215 0.19
H 0.163 -2.185 0.332 0.22
H -0.231 -1.602 -1.275 0.20
H -1.210 -0.450 1.379 0.20
H -2.161 -1.142 0.065 0.21
H -1.570 0.782 -1.398 0.21
H -2.251 1.380 0.107 0.21
H -0.194 2.704 0.099 0.21
H 1.969 1.596 0.227 0.21
```

## Properties
- Total charge: 0
- Total energy: -8431.106 eV
- LUMO: 1.03 eV
- ΔE to the lowest compared entry with this formula, charge and spin: 3.1 kcal/mol